[1]
A structure of composition C18H27ClNO4P2Pb in a non-equilibrium geometry, computed with the ωB97M-V functional and the def2-TZVPD basis.

Element x y z (Å)
Pb (1.2492, -0.3617, -0.1985)
P (-0.8046, -1.9787, -1.4530)
C (-1.3708, -0.9874, -2.7905)
C (-1.5401, 0.4068, -2.6701)
N (-0.7184, 1.0954, -1.7734)
C (-1.1183, 2.3049, -1.2714)
C (-2.1823, 2.9689, -1.7973)
C (-2.8275, 2.4612, -2.9468)
C (-2.5180, 1.1555, -3.3685)
C (-0.5233, 2.8469, -0.0085)
P (1.2983, 2.4523, 0.2162)
H (-3.0905, 0.6712, -4.1863)
H (-2.5452, 3.9192, -1.3778)
H (-3.6886, 2.9582, -3.3950)
H (-0.6390, 3.9510, 0.0483)
H (-1.0201, 2.4559, 0.8807)
H (1.7115, -0.9771, -6.7291)
H (-1.7324, -1.4495, -3.6845)
H (1.5342, 2.2555, -2.7915)
O (1.1026, -1.4780, -6.1656)
H (1.5374, -2.2898, -5.9145)
H (0.2091, 0.8566, -1.7459)
O (1.6748, 1.3602, -3.0703)
H (1.0478, 1.2808, -3.7890)
C (1.9856, 3.8377, -0.7766)
H (2.0259, 4.7447, -0.1649)
H (2.9928, 3.5781, -1.0954)
H (1.3788, 4.0415, -1.6778)
C (1.6657, 3.0290, 1.8917)
H (2.5193, 2.4553, 2.2712)
H (1.9286, 4.0937, 1.9194)
H (0.8154, 2.8469, 2.5550)
C (-2.1543, -2.1806, -0.2331)
H (-2.7206, -3.0868, -0.5111)
H (-1.7877, -2.2635, 0.8044)
H (-2.7932, -1.2925, -0.3312)
C (-0.6519, -3.6314, -2.2059)
H (-0.0321, -4.2455, -1.5327)
H (-1.6392, -4.1103, -2.3285)
H (-0.1561, -3.5361, -3.1848)
Cl (0.6332, -3.8137, 7.7645)
C (0.7257, -2.9694, 6.2714)
C (-0.4898, -2.5904, 5.6598)
C (-0.3802, -1.9617, 4.4094)
C (0.8780, -1.7647, 3.8065)
C (2.0691, -2.1020, 4.4726)
C (2.0155, -2.7426, 5.7210)
C (0.9456, -1.1353, 2.4437)
O (-0.1066, -0.7355, 1.8298)
O (2.0969, -1.0228, 1.8594)
H (-1.4695, -2.8030, 6.1494)
H (-1.2886, -1.6045, 3.9178)
H (3.0229, -1.8556, 4.0237)
H (2.9253, -3.0572, 6.2536)

## Properties
Energy relative to the best compared isomer or geometry (same formula, charge and spin) in kcal per mole: 24.8
HOMO in eV: -9.97
M in g mol⁻¹: 626.0
Kohn-Sham gap in eV: 6.5
Charge: +1

Here are the Löwdin charges for atoms 1 to 6, given in e:
1. Pb 1.306
2. P 0.724
3. C -0.249
4. C -0.319
5. N 0.034
6. C -0.311

***

[2]
A structure of composition C18H27CoN2O6P2 in a non-equilibrium geometry, computed with the ωB97M-V functional and the def2-TZVPD basis.

Element x y z (Å)
Co (0.9714, 0.1884, -0.5622)
P (1.5453, 0.2783, 1.6300)
C (2.4278, 1.9374, 1.6858)
C (2.4894, 2.4838, 0.2981)
N (1.6915, 1.9397, -0.6716)
C (1.4083, 2.5595, -1.8470)
C (2.1872, 3.6260, -2.2353)
C (3.1515, 4.0903, -1.3564)
C (3.2806, 3.5540, -0.0828)
C (0.2920, 1.9922, -2.7108)
P (-1.0096, 1.2985, -1.5677)
H (3.9722, 3.9630, 0.6624)
H (2.0390, 4.0263, -3.2189)
H (3.7964, 4.8979, -1.6586)
H (-0.1851, 2.7595, -3.3264)
H (0.6083, 1.1226, -3.2993)
H (1.8733, 2.6181, 2.3210)
H (3.3974, 1.8063, 2.1804)
H (-0.4363, 3.3645, 2.0363)
O (-0.1132, 4.2448, 2.2699)
H (0.1169, 4.0688, 3.2125)
H (-1.7536, 1.5859, 0.4896)
O (-1.8108, 1.4941, 1.5019)
H (-2.5708, 2.0506, 1.7011)
C (-2.2244, 2.7065, -1.4579)
H (-2.2633, 3.2593, -2.4023)
H (-3.2557, 2.3930, -1.2572)
H (-1.9453, 3.4493, -0.7022)
C (-1.9501, -0.0036, -2.4436)
H (-2.7054, -0.4158, -1.7461)
H (-2.4536, 0.3623, -3.3526)
H (-1.2500, -0.8315, -2.6643)
C (2.8131, -0.9587, 1.9043)
H (3.5349, -0.5621, 2.6031)
H (2.3676, -1.8754, 2.2649)
H (3.2848, -1.1778, 0.9547)
C (0.4141, 0.1577, 3.0491)
H (0.1177, -0.8844, 3.2040)
H (0.8458, 0.5902, 3.9572)
H (-0.5081, 0.6938, 2.8363)
O (2.0412, -2.9795, -0.4056)
C (0.9041, -2.6267, -0.7065)
O (0.5795, -1.4995, -1.3009)
C (-0.2854, -3.4903, -0.4268)
C (-1.5716, -2.9388, -0.2208)
C (-2.6597, -3.7416, 0.0580)
C (-2.4873, -5.1410, 0.1456)
C (-1.2084, -5.7045, -0.0299)
C (-0.1310, -4.8756, -0.3370)
N (-3.6072, -5.9658, 0.4155)
O (-4.7244, -5.4205, 0.5758)
O (-3.4362, -7.2016, 0.4957)
H (-1.7239, -1.8625, -0.2744)
H (-3.6467, -3.3156, 0.2260)
H (-1.0990, -6.7889, 0.0351)
H (0.8647, -5.3011, -0.4492)

## Properties
Energy relative to the best compared isomer or geometry (same formula, charge and spin) in kcal per mole: 0.0
HOMO (alpha / beta) in eV: -14.09 / -15.21
M in g mol⁻¹: 488.3
Expectation value of S²: 6.021
Kohn-Sham gap (alpha / beta) in eV: 5.3 / 3.7
Charge: +2
Multiplicity: 5

Here are the Löwdin charges for atoms 1 to 6, given in e:
1. Co 0.536
2. P 0.887
3. C -0.207
4. C -0.275
5. N -0.049
6. C -0.291

***

[3]
A structure of composition C18H27CuN5NbO7 in a non-equilibrium geometry, computed with the ωB97M-V functional and the def2-TZVPD basis.

Element x y z (Å)
N (-1.9881, -0.7389, -0.5215)
C (-3.0531, -1.3370, -0.3728)
O (-4.2262, -1.4872, -0.5606)
Cu (-2.0532, -2.5547, 0.5259)
Nb (-0.2481, 0.1766, -0.4164)
N (-0.2561, 1.9023, -1.4008)
N (0.7491, -1.0443, -1.6334)
C (-0.6104, 2.2401, -2.7790)
C (0.5407, -2.2859, -2.3642)
C (-0.6315, 3.7602, -2.9539)
C (0.4879, 1.6947, -3.6991)
C (-1.9909, 1.6692, -3.1293)
C (0.4315, -3.4341, -1.3606)
C (1.7130, -2.5788, -3.3014)
C (-0.7446, -2.1553, -3.1853)
H (-1.2844, 4.2409, -2.2169)
H (-1.0100, 3.9879, -3.9569)
H (0.3796, 4.1835, -2.8906)
H (1.3967, 2.2974, -3.5479)
H (0.1706, 1.7881, -4.7480)
H (0.7217, 0.6408, -3.4756)
H (-2.0339, 0.5704, -3.1079)
H (-2.2441, 1.9938, -4.1498)
H (-2.7552, 2.0690, -2.4437)
H (1.3750, -3.5419, -0.8102)
H (0.2043, -4.3611, -1.9027)
H (-0.3866, -3.2678, -0.6281)
H (2.6276, -2.8225, -2.7524)
H (1.9123, -1.7444, -3.9819)
H (1.4635, -3.4540, -3.9105)
H (-0.8869, -3.0939, -3.7453)
H (-0.6619, -1.3168, -3.8988)
H (-1.6258, -2.0012, -2.5473)
C (0.7972, 2.7408, -0.7681)
H (1.1032, 2.3212, 0.2093)
H (1.7084, 2.8773, -1.3731)
H (0.3933, 3.7442, -0.5755)
C (2.1331, -0.7598, -1.1978)
H (2.1427, 0.0059, -0.3909)
H (2.6146, -1.6602, -0.7769)
H (2.7553, -0.3811, -2.0288)
O (0.5610, -0.6223, 1.3668)
C (-0.0843, 0.2229, 2.1037)
O (-0.8188, 1.0781, 1.4903)
C (0.0215, 0.1573, 3.5570)
C (-0.5139, 1.1995, 4.3248)
C (-0.4607, 1.1097, 5.7303)
C (0.1131, -0.0068, 6.3541)
C (0.6571, -1.0395, 5.5717)
C (0.6176, -0.9643, 4.1611)
N (1.2297, -2.2039, 6.1834)
O (1.2292, -2.3055, 7.4282)
O (1.7043, -3.0871, 5.4361)
N (-1.0423, 2.1587, 6.5276)
O (-1.5347, 3.1514, 5.9487)
O (-1.0423, 2.0330, 7.7719)
H (-0.9521, 2.0628, 3.8362)
H (0.1459, -0.0721, 7.4361)
H (1.0394, -1.7556, 3.5406)

## Properties
Energy relative to the best compared isomer or geometry (same formula, charge and spin) in kcal per mole: 0.0
HOMO (alpha / beta) in eV: -15.45 / -15.44
M in g mol⁻¹: 581.9
Kohn-Sham gap (alpha / beta) in eV: 6.1 / 6.1
Charge: +2

Here are the Löwdin charges for atoms 1 to 6, given in e:
1. N -0.041
2. C -0.513
3. O 0.243
4. Cu 0.781
5. Nb 1.938
6. N -0.221

***

[4]
A structure of composition C18H27FFeN2OSSi in a non-equilibrium geometry, computed with the ωB97M-V functional and the def2-TZVPD basis.

Element x y z (Å)
Fe (-0.0587, -0.0641, 0.2098)
C (1.0945, 3.7603, 0.5074)
C (0.7364, 3.2163, -0.8419)
C (0.8673, 3.9822, -1.9903)
C (0.4673, 3.4312, -3.2055)
C (-0.0825, 2.1722, -3.2327)
C (-0.1843, 1.4428, -2.0315)
N (0.2422, 1.9855, -0.8607)
N (-0.6537, 0.1922, -1.9034)
Si (-2.1342, -0.4316, -2.4628)
C (-2.3765, -0.6256, -4.3490)
C (-3.5548, 0.7157, -1.8501)
C (-2.2363, -2.0917, -1.5045)
H (2.0948, 4.1848, 0.5050)
H (1.0239, 2.9640, 1.2481)
H (0.3986, 4.5529, 0.7772)
H (1.2770, 4.9792, -1.9338)
H (0.5900, 3.9944, -4.1213)
H (-0.4018, 1.7098, -4.1526)
H (-2.3025, 0.3416, -4.8347)
H (-3.3530, -1.0287, -4.5939)
H (-1.6328, -1.2764, -4.7936)
H (-3.6361, 1.5902, -2.4895)
H (-3.3238, 1.0780, -0.8513)
H (-4.5331, 0.2439, -1.8183)
H (-1.7927, -2.9205, -2.0461)
H (-3.2626, -2.3654, -1.2822)
H (-1.6893, -1.9933, -0.5581)
F (-0.3486, -2.1026, 5.7301)
C (0.2388, -1.8614, 4.5227)
C (0.0420, -2.7626, 3.4880)
C (0.6165, -2.5130, 2.2634)
C (1.3806, -1.3354, 2.0259)
C (1.9014, -1.0317, 0.7491)
C (1.5723, -0.4649, 3.1343)
C (1.0103, -0.7223, 4.3593)
H (-0.5434, -3.6521, 3.6692)
H (0.5128, -3.2385, 1.4676)
H (1.9888, -1.8417, 0.0334)
H (2.6846, -0.2861, 0.6980)
H (2.1840, 0.4134, 3.0009)
H (1.1612, -0.0662, 5.2011)
C (-2.8747, -0.0590, 4.1048)
S (-2.4323, -0.9983, 2.5874)
C (-4.0734, -0.9230, 1.7611)
O (-1.6124, -0.0456, 1.7876)
H (-3.5510, 0.7576, 3.8789)
H (-1.9461, 0.3270, 4.5107)
H (-3.3184, -0.7491, 4.8143)
H (-4.5975, -1.8537, 1.9325)
H (-3.8614, -0.8052, 0.7040)
H (-4.6597, -0.0849, 2.1141)

## Properties
Energy relative to the best compared isomer or geometry (same formula, charge and spin) in kcal per mole: 18.5
HOMO (alpha / beta) in eV: -6.59 / -6.99
M in g mol⁻¹: 422.4
Expectation value of S²: 6.018
Kohn-Sham gap (alpha / beta) in eV: 6.9 / 7.3
Multiplicity: 5

Here are the Löwdin charges for atoms 1 to 6, given in e:
1. Fe 0.858
2. C -0.032
3. C -0.346
4. C -0.059
5. C -0.075
6. C -0.030

***

[5]
The molecule C18H27N3O3S, computed with the ωB97M-V functional and the def2-TZVPD basis.

Element x y z (Å)
C (-4.7909, -2.1036, -0.1615)
C (-3.3877, -1.9704, -0.7060)
O (-3.1505, -1.9506, -1.8939)
N (-2.4062, -1.8701, 0.2417)
C (-1.0473, -1.7055, -0.0165)
C (-0.3951, -1.6904, -1.2404)
C (0.9720, -1.4514, -1.2444)
C (1.6495, -1.2377, -0.0610)
C (1.0102, -1.2849, 1.1677)
C (-0.3443, -1.5255, 1.1807)
C (-1.2848, -1.6089, 2.3457)
H (-1.2663, -0.6909, 2.9352)
H (-1.0150, -2.4328, 3.0075)
C (-2.6541, -1.8350, 1.6808)
H (-3.1035, -2.7783, 2.0045)
H (-3.3506, -1.0257, 1.9186)
H (1.5817, -1.1342, 2.0690)
S (3.3893, -0.8536, -0.0765)
O (3.8591, -0.8130, -1.4329)
O (4.0621, -1.7046, 0.8633)
N (3.4149, 0.6842, 0.6073)
C (3.3643, 1.7998, -0.3227)
C (1.9297, 2.0503, -0.7830)
H (1.9236, 2.8763, -1.4951)
H (1.5711, 1.1582, -1.2939)
C (1.0137, 2.4051, 0.3887)
N (-0.3129, 2.8022, -0.0525)
C (-1.0182, 3.5680, 0.9597)
C (-2.3294, 4.1099, 0.3979)
C (-3.2155, 2.9619, -0.0715)
C (-2.4339, 2.1263, -1.0776)
C (-1.1182, 1.6658, -0.4603)
H (-0.5612, 1.0822, -1.1928)
H (-1.3303, 1.0084, 0.4050)
H (-3.0079, 1.2535, -1.3946)
H (-2.2154, 2.7315, -1.9580)
H (-4.1321, 3.3470, -0.5216)
H (-3.4946, 2.3419, 0.7852)
H (-2.8361, 4.7012, 1.1630)
H (-2.1038, 4.7598, -0.4483)
H (-0.3820, 4.4022, 1.2669)
H (-1.2299, 2.9527, 1.8562)
H (1.4543, 3.2547, 0.9180)
H (0.9758, 1.5539, 1.0907)
H (3.7537, 2.6863, 0.1829)
H (3.9895, 1.5833, -1.1980)
H (4.1912, 0.7263, 1.2494)
H (1.5289, -1.4188, -2.1676)
H (-0.9410, -1.8436, -2.1555)
H (-4.8750, -2.9722, 0.4874)
H (-5.4722, -2.2156, -1.0003)
H (-5.0685, -1.2163, 0.4039)

## Properties
Energy relative to the best compared isomer or geometry (same formula, charge and spin) in kcal per mole: 22.5
HOMO in eV: -8.51
M in g mol⁻¹: 365.5
SMILES: CC(=O)N1CCc2cc(S(=O)(=O)NCCCN3CCCCC3)ccc21
Kohn-Sham gap in eV: 9.0

Here are the Löwdin charges for atoms 1 to 6, given in e:
1. C 0.009
2. C -0.476
3. O 0.069
4. N 0.022
5. C -0.154
6. C 0.018

***

[6]
The molecule C18H27N3O4, computed with the ωB97M-V functional and the def2-TZVPD basis.

Element x y z (Å)
C (-10.3628, -0.5328, -0.1880)
H (-10.6814, -1.1659, 0.6374)
C (-8.8554, -0.6208, -0.3816)
C (-8.1122, -0.1679, 0.8730)
H (-8.3912, -0.7803, 1.7339)
H (-8.3314, 0.8853, 1.0787)
O (-6.7035, -0.3327, 0.7354)
C (-6.0359, 0.6523, 0.1158)
O (-6.5613, 1.6578, -0.2982)
C (-4.5856, 0.3704, 0.0125)
C (-3.7574, 1.3385, -0.5523)
C (-2.4000, 1.1254, -0.6703)
C (-1.8505, -0.0751, -0.2221)
C (-2.6776, -1.0490, 0.3410)
C (-4.0325, -0.8287, 0.4589)
H (-4.6718, -1.5797, 0.8948)
H (-2.2451, -1.9778, 0.6846)
N (-0.4910, -0.3480, -0.3154)
C (0.5199, 0.4089, -0.7848)
O (0.4722, 1.5347, -1.2429)
C (1.8456, -0.3567, -0.6644)
O (1.8820, -1.4794, -0.1861)
N (2.8757, 0.3390, -1.1462)
C (4.2453, -0.1019, -1.0883)
H (4.7359, 0.0928, -2.0447)
H (4.2254, -1.1778, -0.9052)
C (5.0209, 0.6136, 0.0309)
N (6.4126, 0.2333, -0.0055)
C (6.6957, -1.1115, 0.4746)
C (7.3344, -1.9529, -0.6292)
H (7.5568, -2.9512, -0.2610)
H (6.6638, -2.0327, -1.4799)
H (8.2583, -1.4898, -0.9653)
H (7.3742, -1.0818, 1.3349)
H (5.7707, -1.5909, 0.8072)
C (7.3364, 1.2498, 0.4518)
C (7.1760, 1.6838, 1.9141)
H (7.9441, 2.4089, 2.1697)
H (6.2027, 2.1405, 2.0760)
H (7.2714, 0.8318, 2.5834)
H (8.3461, 0.8621, 0.2964)
H (7.2146, 2.1239, -0.1958)
H (4.5329, 0.3876, 0.9944)
H (4.9542, 1.6917, -0.1388)
H (2.6645, 1.2759, -1.4690)
H (-0.1735, -1.2578, 0.0209)
H (-1.7590, 1.8749, -1.1041)
H (-4.2016, 2.2609, -0.8939)
H (-8.5498, 0.0139, -1.2155)
H (-8.5655, -1.6484, -0.6115)
H (-10.8769, -0.8567, -1.0890)
H (-10.6594, 0.4906, 0.0286)

## Properties
Energy relative to the best compared isomer or geometry (same formula, charge and spin) in kcal per mole: 23.0
HOMO in eV: -8.45
M in g mol⁻¹: 349.4
SMILES: CCCOC(=O)c1ccc(NC(=O)C(=O)NCCN(CC)CC)cc1
Kohn-Sham gap in eV: 8.6

Here are the Löwdin charges for atoms 1 to 6, given in e:
1. C -0.107
2. H 0.072
3. C -0.230
4. C -0.181
5. H 0.131
6. H 0.129

***

What is the energy relative to the best compared isomer or geometry (same formula, charge and spin) in the second record? 0.0 kcal per mole